1.
Molecular formula: C15H34NO7P
Method: DFT, ωB97M-V/def2-TZVPD

Last column: Löwdin charge in e.
Positions of all 58 atoms, in Å:
N 3.45067 0.98199 -1.21122  0.093
C 2.72177 1.86613 -2.08680  -0.507
O 3.12308 2.05762 -3.22285  0.078
C 1.52648 2.61777 -1.54084  -0.195
C 0.56995 1.82862 -0.64931  -0.427
P -0.22757 0.32402 -1.48029  0.711
H 3.97310 1.54535 -0.55225  0.093
H 2.82137 0.38872 -0.68896  0.043
H 1.02001 3.08242 -2.37856  0.110
H 1.94660 3.43220 -0.94852  0.118
H 1.07028 1.53350 0.27362  0.065
H -0.24878 2.48504 -0.37015  0.041
H -0.97905 1.14560 -2.36794  -0.011
H -0.83981 -0.04864 -0.24285  -0.024
H 1.06426 -0.21121 -1.80449  -0.020
H -0.80749 -0.85223 -2.10554  -0.100
C -4.72527 3.51946 2.71652  -0.063
C -3.39195 4.08612 2.27687  -0.235
O -2.84721 3.37573 1.16103  -0.003
C -3.18235 3.64256 -0.11411  -0.525
C -4.31221 4.59939 -0.41058  0.017
O -2.59142 3.07090 -0.98769  0.088
H -5.48223 3.61407 1.93791  0.069
H -5.08230 4.03997 3.60501  0.083
H -4.62308 2.46029 2.95166  0.083
H -3.44503 5.15377 2.06132  0.112
H -2.65475 3.95917 3.06704  0.124
H -5.21849 4.01920 -0.57818  0.097
H -4.07006 5.13375 -1.32521  0.093
H -4.50109 5.33149 0.37004  0.069
C -3.77387 -3.43304 1.52197  -0.064
C -3.12066 -2.30203 0.75473  -0.250
O -2.24261 -2.77838 -0.26447  -0.021
C -2.66452 -3.14993 -1.49161  -0.543
C -4.14734 -3.25249 -1.76765  0.013
O -1.84856 -3.44272 -2.31529  0.101
H -4.40899 -4.04336 0.88009  0.068
H -4.38665 -3.03712 2.33226  0.081
H -3.01200 -4.08493 1.94847  0.084
H -3.85142 -1.60729 0.33725  0.112
H -2.48014 -1.72445 1.41915  0.116
H -4.45045 -4.29032 -1.63734  0.095
H -4.31645 -2.96973 -2.80313  0.091
H -4.76988 -2.62119 -1.13842  0.067
C 4.42221 -2.82980 0.11826  -0.060
C 5.35623 -1.64023 0.03503  -0.233
O 6.08963 -1.44937 1.25106  0.000
C 7.22805 -2.10847 1.53306  -0.535
C 7.68566 -3.22886 0.62713  0.011
O 7.83382 -1.81147 2.52341  0.105
H 4.96531 -3.76441 0.26013  0.068
H 3.83350 -2.91183 -0.79569  0.083
H 3.74175 -2.71444 0.96223  0.082
H 6.03106 -1.70122 -0.81883  0.116
H 4.77773 -0.73138 -0.09053  0.083
H 7.35256 -4.17378 1.05385  0.094
H 8.77209 -3.22249 0.60636  0.090
H 7.32652 -3.15801 -0.39613  0.068

## Properties
Gap between HOMO and LUMO: 0.304 Ha
SMILES string: NC(=O)CC[PH4].CCOC(C)=O.CCOC(C)=O.CCOC(C)=O
LUMO energy: 0.33 eV
Multiplicity: 1
HOMO level: -7.9 eV
Net charge: 0



2.
Molecular formula: C4H6N2
Method: DFT, ωB97M-V/def2-TZVPD

Last column: Löwdin charge in e.
Positions of all 12 atoms, in Å:
N -0.61606 3.28073 0.31791  0.152
C -0.36713 2.17528 0.54618  -0.192
C -0.20878 0.74338 0.77078  -0.325
C -1.36261 -0.04971 0.21825  -0.051
C 0.73776 -1.28855 -0.57514  -0.036
N 0.02614 -0.01819 -0.46998  -0.165
H 0.44214 0.48522 1.60824  0.141
H 0.62674 -1.83218 0.36554  0.096
H -1.35796 -1.02518 0.73595  0.030
H 0.22610 -1.84348 -1.36698  0.102
H 1.78856 -1.17531 -0.83666  0.088
H 0.06508 0.54799 -1.31411  0.161

## Properties
Gap between HOMO and LUMO: 0.319 Ha
LUMO energy: 0.58 eV
Multiplicity: 1
Energy relative to the best compared isomer or geometry (same formula, charge and spin): 97.53 kcal/mol
HOMO level: -8.1 eV
Net charge: 0



3.
Molecular formula: C39H31N3O2SeTb
Method: DFT, ωB97M-V/def2-TZVPD

Last column: Löwdin spin population.
Positions of all 77 atoms, in Å:
Tb 0.57118 -0.21257 0.16092  6.127
O 2.53685 -0.83315 -0.38413  -0.021
C 2.60963 -1.08886 -1.79015  -0.003
C 1.72765 -2.36576 -2.20014  0.000
C 0.22310 -2.21809 -2.03316  -0.005
C -0.64478 -2.23307 -3.13691  -0.001
C -2.04871 -2.11707 -2.89379  0.000
C -2.52038 -1.95051 -1.61608  -0.001
C -1.64664 -2.10254 -0.55298  -0.006
C -2.06538 -2.30047 0.90380  0.000
C -2.05827 -1.02350 1.81325  -0.001
O -0.81636 -0.47488 1.80975  -0.023
C -2.43515 -1.43337 3.30022  0.000
C -1.98714 -0.78679 4.44161  0.000
C -2.53488 -1.03302 5.71641  0.000
C -3.30650 -2.21006 5.84973  0.000
C -3.73980 -2.94465 4.73359  0.000
C -3.44713 -2.43823 3.50134  0.000
C -3.22068 -0.02243 1.37925  0.000
C -3.23714 1.37122 1.57265  0.000
C -4.28819 2.20316 1.12609  0.000
C -5.33021 1.70401 0.42756  0.000
C -5.34935 0.27786 0.18581  0.000
C -4.35029 -0.55403 0.64314  0.000
N -0.29077 -2.19381 -0.76235  -0.019
C 2.23878 0.21641 -2.60259  -0.005
C 1.74839 0.13813 -3.89868  -0.001
C 1.49320 1.30402 -4.62646  0.000
C 1.62069 2.54295 -3.99353  -0.002
C 2.10930 2.63040 -2.70822  0.000
C 2.36901 1.48621 -1.97607  -0.005
C 4.08167 -1.33426 -2.15497  0.000
C 4.41978 -1.70807 -3.46464  0.000
C 5.70981 -1.99774 -3.87649  0.000
C 6.75266 -1.74644 -2.96814  0.000
C 6.44990 -1.32576 -1.60869  0.000
C 5.13561 -1.21769 -1.22056  0.000
H 2.14124 -3.09501 -1.50820  0.000
H 1.88665 -2.72053 -3.18621  0.000
H -0.22572 -2.37421 -4.13188  0.000
H -2.76657 -2.22279 -3.68934  0.000
H -3.54802 -1.77085 -1.49065  0.000
H -1.35741 -3.07496 1.29035  0.000
H -3.10836 -2.69093 0.86836  0.000
H -1.17125 -0.10831 4.30851  0.000
H -2.18125 -0.46640 6.56714  0.000
H -3.64674 -2.49201 6.83494  0.000
H -4.36728 -3.87424 4.96483  0.000
H -3.83622 -2.87603 2.59951  0.000
H -2.33886 1.74169 2.11046  0.000
H -4.32630 3.31110 1.48824  0.000
H -6.16671 2.36111 0.22524  0.000
H -6.16415 -0.15869 -0.36903  0.000
H -4.48549 -1.63529 0.35944  0.000
H 1.53480 -0.81816 -4.37545  0.000
H 1.27704 1.23013 -5.71149  0.000
H 1.34997 3.42051 -4.55406  0.000
H 2.37173 3.59131 -2.26070  0.000
H 2.73497 1.47170 -0.96585  0.000
H 3.62275 -1.72641 -4.20494  0.000
H 5.93871 -2.45840 -4.83803  0.000
H 7.77417 -1.69144 -3.31861  0.000
H 7.33552 -1.13878 -0.96835  0.000
H 4.92551 -0.92279 -0.19702  0.000
Se -1.26888 2.57743 -0.50481  -0.010
N 0.40441 2.09348 0.37701  -0.023
C 0.73584 2.92402 1.37695  0.000
C 1.89580 2.82733 2.21914  -0.002
C 2.25566 3.86962 3.00140  0.001
C 1.27675 4.85963 3.21145  -0.001
C -0.00827 4.85071 2.65534  0.001
C -0.23795 4.02036 1.56318  0.000
N -1.24446 4.03607 0.66193  0.003
H 2.44169 1.85827 2.22243  -0.001
H 3.22777 3.95353 3.45411  0.000
H 1.56347 5.73305 3.83176  0.000
H -0.72400 5.57761 2.98652  0.000

## Properties
Gap between HOMO and LUMO (alpha / beta): 0.219 / 0.219 Ha
LUMO energy (alpha / beta): -4.74 / -4.73 eV
Multiplicity: 7
HOMO level (alpha / beta): -10.7 / -10.7 eV
Net charge: +1



4.
Molecular formula: C4H13NO2
Method: DFT, ωB97M-V/def2-TZVPD

Last column: Löwdin charge in e.
Positions of all 20 atoms, in Å:
C 0.45720 0.76919 -2.77849  -0.114
C -0.32062 -0.42207 -2.21072  -0.239
C 0.20717 -0.79333 -0.80322  -0.219
N -0.44839 -0.06707 0.35134  -0.086
C 0.17653 1.21915 0.86613  -0.212
O 0.27212 1.70262 2.29104  -0.125
H 1.38112 0.46478 -3.28327  0.081
H 0.45840 1.54142 -2.05399  0.054
H 0.04590 1.05013 -3.74086  0.063
H -0.31874 -1.36197 -2.68422  0.072
H -1.54255 -0.09592 -2.15664  0.168
H 0.15752 -1.85659 -0.60467  0.097
H 1.30408 -0.48094 -0.75190  0.130
H -1.34042 0.25969 -0.01071  0.094
H 1.37632 1.08734 0.75526  0.158
H -0.19916 2.07278 0.35406  0.087
H -0.54129 1.28702 2.73458  0.106
O -0.31863 -2.25941 1.97970  -0.110
H -0.09424 -2.21752 2.94157  0.051
H -0.29788 -1.46411 1.43323  -0.053

## Properties
Gap between HOMO and LUMO: 0.391 Ha
SMILES string: CCCNCO.O
LUMO energy: 0.85 eV
Multiplicity: 1
Energy relative to the best compared isomer or geometry (same formula, charge and spin): 62.75 kcal/mol
HOMO level: -9.8 eV
Net charge: 0



5.
Molecular formula: C31H61BBeN6OP2
Method: DFT, ωB97M-V/def2-TZVPD

Last column: Löwdin charge in e.
Positions of all 103 atoms, in Å:
Be -0.42422 0.58221 0.74190  -0.002
C -2.50483 0.97342 -2.86410  -0.100
C -1.26772 0.86147 -3.78418  -0.692
C -0.75193 2.27649 -4.08712  -0.099
C -1.67097 0.16506 -5.09240  -0.072
P -0.03167 -0.01504 -2.70638  1.135
C -0.88477 -1.63930 -2.45933  -0.286
N -1.19252 -1.89923 -1.06312  -0.011
B -1.03374 -1.07357 0.11882  -0.395
N -1.47272 -1.95791 1.20034  -0.032
C -1.47948 -1.67486 2.61920  -0.260
P -0.61155 -0.05182 2.90248  1.150
C -1.83914 0.90295 3.91548  -0.673
C -2.18255 0.29231 5.27918  -0.073
C -3.12726 0.92614 3.05652  -0.084
C -1.31895 2.33727 4.10858  -0.090
C 0.92122 -0.56342 3.79957  -0.680
C 0.68007 -1.11377 5.20630  -0.073
C 1.88511 0.63463 3.87603  -0.079
C 1.56000 -1.67482 2.93397  -0.081
C -1.92450 -3.18802 0.68433  -0.168
C -2.45179 -4.30358 1.31627  -0.010
C -2.81374 -5.39407 0.52466  -0.081
C -2.64738 -5.35894 -0.85812  -0.080
C -2.11336 -4.23364 -1.49253  -0.012
C -1.75770 -3.14842 -0.70460  -0.166
C 1.48298 -0.55251 -3.66100  -0.685
C 2.18980 -1.58979 -2.76796  -0.099
C 1.26299 -1.17653 -5.04335  -0.068
C 2.39286 0.68351 -3.79386  -0.101
H -3.15485 1.77831 -3.22858  0.084
H -2.23443 1.18829 -1.82067  0.047
H -3.09917 0.05536 -2.86209  0.093
H -1.55149 2.87126 -4.55122  0.095
H 0.08455 2.26866 -4.79101  0.066
H -0.42399 2.79466 -3.17565  0.069
H -2.64862 0.54209 -5.41548  0.099
H -1.76541 -0.91854 -4.98829  0.075
H -0.96471 0.36848 -5.90045  0.075
H -0.25345 -2.43081 -2.86332  0.084
H -1.79995 -1.66392 -3.04457  0.086
H -0.96950 -2.46368 3.16653  0.090
H -2.48651 -1.62870 3.02556  0.091
H -2.33318 -0.78965 5.22967  0.084
H -3.12158 0.73490 5.62981  0.100
H -1.42467 0.50227 6.03336  0.074
H -3.71159 0.01364 3.18468  0.086
H -2.94097 1.04421 1.98510  0.057
H -3.75546 1.76006 3.39230  0.093
H -0.44324 2.37062 4.76106  0.070
H -2.09722 2.94170 4.59168  0.096
H -1.05544 2.81200 3.15778  0.056
H 0.44279 -0.32602 5.92376  0.077
H 1.60018 -1.60276 5.54636  0.101
H -0.11952 -1.86136 5.23304  0.085
H 1.43478 1.51546 4.34390  0.070
H 2.24630 0.93230 2.88065  0.055
H 2.76316 0.35785 4.47335  0.100
H 1.15922 -2.66043 3.18006  0.092
H 2.63812 -1.70684 3.12999  0.098
H 1.40320 -1.54788 1.85513  0.057
H -2.58826 -4.33359 2.39431  0.112
H -3.23202 -6.27992 0.99194  0.109
H -2.93795 -6.21866 -1.45237  0.108
H -1.98894 -4.21801 -2.57138  0.108
H 1.77293 -2.59496 -2.89353  0.093
H 2.10686 -1.36958 -1.69156  0.064
H 3.25580 -1.65451 -3.04435  0.098
H 0.46721 -1.92969 -5.03332  0.087
H 2.18216 -1.67636 -5.37703  0.099
H 1.00998 -0.42408 -5.79410  0.077
H 2.45146 1.22922 -2.83621  0.010
H 2.01359 1.40540 -4.52014  0.088
H 3.40152 0.38972 -4.13019  0.116
N 3.71672 1.35718 -1.57024  0.176
C 3.47070 2.04365 -0.23626  -0.093
C 1.99740 2.10131 0.11360  -0.207
N 1.34646 0.78328 0.20018  -0.019
H 4.70018 1.37862 -1.82797  0.185
H 3.19629 1.78479 -2.31988  0.075
H 3.42892 0.38502 -1.55576  0.124
H 3.88991 3.04103 -0.31650  0.140
H 4.03569 1.48880 0.50357  0.134
H 1.45325 2.70293 -0.61621  0.119
H 1.91240 2.61610 1.06994  0.126
H 1.85688 0.12358 0.79039  0.085
H 1.18665 0.36580 -0.72299  -0.017
N -1.06224 2.15439 0.45514  0.206
C -1.92240 2.91777 0.29896  -0.158
N -2.82039 3.85425 0.14194  -0.033
C -3.52716 4.06654 -1.15352  -0.082
C -3.70106 5.55333 -1.34971  -0.173
O -4.35917 6.13692 -0.23346  -0.103
C -3.59657 6.01616 0.95755  -0.174
C -3.41105 4.56172 1.32008  -0.079
H -4.49851 3.57540 -1.10374  0.144
H -2.94502 3.62881 -1.95915  0.106
H -4.31737 5.73010 -2.22501  0.139
H -2.72664 6.02591 -1.50241  0.133
H -4.13977 6.52058 1.75289  0.141
H -2.62121 6.49759 0.83430  0.134
H -4.37171 4.10569 1.55194  0.138
H -2.74603 4.45526 2.17231  0.123

## Properties
Gap between HOMO and LUMO: 0.249 Ha
LUMO energy: -5.13 eV
Multiplicity: 1
Energy relative to the best compared isomer or geometry (same formula, charge and spin): 26.36 kcal/mol
HOMO level: -11.9 eV
Net charge: +2



6.
Molecular formula: CH4N2P2
Method: DFT, ωB97M-V/def2-TZVPD

Last column: Löwdin charge in e.
Positions of all 9 atoms, in Å:
C -0.01917 0.08554 -0.11233  -1.079
N -0.98122 0.37171 0.92452  -0.269
N 1.05011 0.75883 -0.67802  -0.274
P -1.65646 -0.73838 -0.24455  0.840
P 1.61827 -0.72470 0.05050  0.759
H -0.78722 0.11931 1.92529  0.080
H 1.04113 0.23800 -1.93329  0.196
H -2.28379 0.02170 -1.20127  -0.137
H 2.01834 -0.13199 1.26916  -0.117

## Properties
Gap between HOMO and LUMO: 0.339 Ha
LUMO energy: 0.37 eV
Multiplicity: 1
Energy relative to the best compared isomer or geometry (same formula, charge and spin): 79.16 kcal/mol
HOMO level: -8.8 eV
Net charge: 0



Q: Number 5 is which compound?
A: C31H61BBeN6OP2